C35H33BrGeN5ORhS | ωB97M-V with the def2-TZVPD basis set

Kohn-Sham gap (spin up / spin down) (eV): 5.38 / 5.11
<S²>: 8.7915
E_LUMO (spin up / spin down) (eV): -3.5 / -5.4
Energy relative to the best compared isomer or geometry (same formula, charge and spin) (eV): 0.000
Highest occupied orbital energy (spin up / spin down) (eV): -8.84 / -10.55

The geometry in ORCA input format:
```
! RIJCOSX wB97M-V def2-TZVPD def2/J DEFGRID3
* xyz 1 6
Rh -0.34 0.80 -1.10
C -2.14 0.72 3.19
C -1.41 0.99 1.93
N -1.60 0.31 0.80
N -2.44 -0.68 0.82
C -2.37 -1.39 -0.40
O -1.54 -1.11 -1.27
C -3.32 -2.49 -0.56
C -4.25 -2.79 0.44
C -5.13 -3.84 0.27
C -5.08 -4.60 -0.90
C -4.16 -4.31 -1.89
C -3.28 -3.25 -1.72
C -0.38 2.02 1.82
C -0.06 2.85 2.89
C 0.92 3.82 2.71
C 1.54 3.92 1.49
C 1.19 3.04 0.47
N 0.25 2.12 0.64
H -2.97 0.05 3.01
H -2.50 1.64 3.63
H -1.45 0.25 3.91
H -4.28 -2.19 1.34
H -5.85 -4.08 1.04
H -5.77 -5.43 -1.03
H -4.12 -4.90 -2.79
H -2.55 -3.01 -2.49
H -0.56 2.74 3.84
H 1.18 4.48 3.53
H 2.31 4.67 1.30
H 1.66 3.07 -0.50
C 0.02 -3.10 1.11
Ge 1.24 -1.68 0.53
C 2.67 -2.41 -0.57
C 3.99 -2.47 -0.12
C 4.98 -3.02 -0.93
C 4.66 -3.49 -2.19
C 3.35 -3.42 -2.65
C 2.36 -2.88 -1.84
C 1.81 -0.61 2.05
C 1.21 -0.85 3.27
C 1.54 -0.10 4.42
C 2.47 0.89 4.34
C 3.12 1.18 3.12
C 4.09 2.21 3.03
C 4.69 2.50 1.84
C 4.34 1.78 0.67
C 3.41 0.78 0.73
C 2.78 0.44 1.96
H 0.56 -3.79 1.76
H -0.33 -3.65 0.24
H -0.84 -2.72 1.65
H 4.25 -2.11 0.87
H 6.00 -3.07 -0.57
H 5.43 -3.91 -2.83
H 3.10 -3.79 -3.64
H 1.34 -2.82 -2.21
H 0.48 -1.65 3.36
H 1.06 -0.33 5.37
H 2.75 1.46 5.23
H 4.35 2.76 3.92
H 5.45 3.28 1.78
H 4.82 2.02 -0.27
H 3.15 0.25 -0.17
Br 1.45 0.89 -2.83
C -4.47 3.56 -3.54
N -3.23 3.07 -4.11
C -2.87 3.11 -5.45
C -1.64 2.57 -5.55
N -1.27 2.19 -4.28
C -2.23 2.50 -3.40
S -2.26 2.28 -1.70
H -5.12 3.89 -4.35
H -4.27 4.39 -2.87
H -4.96 2.76 -2.98
H -3.52 3.53 -6.20
H -1.01 2.41 -6.41
H -0.38 1.77 -4.00
*
```

Atomic partial charges in e from the Mulliken method, atoms 1 to 8: 0.9208, -1.6220, -0.2154, 2.0203, -1.0067, 0.1570, -0.8814, 0.5426


C35H33Cl3N2OsS3Sb | ωB97M-V with the def2-TZVPD basis set

Kohn-Sham gap (spin up / spin down) (eV): 5.75 / 4.56
<S²>: 6.0273
E_LUMO (spin up / spin down) (eV): -9.6 / -10.8
Highest occupied orbital energy (spin up / spin down) (eV): -15.40 / -15.39

The geometry in ORCA input format:
```
! RIJCOSX wB97M-V def2-TZVPD def2/J DEFGRID3
* xyz 3 5
Os 3.07 2.09 0.38
Cl 3.72 4.29 0.46
C 2.23 5.25 0.29
C 2.35 6.61 0.34
C 1.19 7.37 0.22
C -0.03 6.74 0.05
C -0.10 5.36 0.00
Cl -1.65 4.61 -0.22
C 1.04 4.56 0.12
S 0.94 2.79 0.04
H 3.32 7.08 0.48
H 1.25 8.45 0.26
H -0.94 7.32 -0.04
S 5.24 1.49 1.43
C 5.50 -0.07 0.77
N 5.51 -1.16 1.48
C 5.57 -2.49 0.87
C 4.40 -2.70 -0.11
S 5.69 -0.31 -0.98
H 5.41 -1.06 2.49
H 5.55 -3.24 1.66
H 6.51 -2.59 0.34
H 2.31 -3.08 -0.28
H 4.67 -3.57 -0.71
C -3.91 -1.88 -1.36
C -3.97 -2.26 0.08
C -5.01 -3.12 0.52
C -5.13 -3.47 1.84
C -4.20 -2.97 2.78
C -3.15 -2.13 2.36
C -3.03 -1.77 1.04
Sb -1.43 -0.42 0.52
C -0.32 -1.24 -1.04
C 0.18 -0.31 -1.97
C 0.85 -0.77 -3.09
C 1.02 -2.14 -3.26
C 0.57 -3.04 -2.30
C -0.10 -2.62 -1.16
C -0.54 -3.64 -0.14
C -2.57 1.21 -0.15
C -2.71 1.42 -1.52
C -3.69 2.30 -1.96
C -4.48 2.96 -1.02
C -4.29 2.77 0.34
C -3.31 1.90 0.82
C -3.08 1.73 2.29
H -4.63 -2.45 -1.95
H -2.91 -2.04 -1.78
H -4.14 -0.82 -1.47
H -5.71 -3.49 -0.21
H -5.93 -4.12 2.16
H -4.29 -3.25 3.82
H -2.45 -1.77 3.11
H 0.05 0.75 -1.82
H 1.22 -0.07 -3.83
H 1.53 -2.51 -4.14
H 0.74 -4.10 -2.45
H 0.08 -4.53 -0.20
H -1.57 -3.96 -0.32
H -0.49 -3.26 0.89
H -2.11 0.90 -2.25
H -3.83 2.48 -3.02
H -5.24 3.65 -1.36
H -4.90 3.31 1.05
H -3.58 2.52 2.86
H -2.02 1.78 2.54
H -3.49 0.78 2.65
Cl 4.26 -2.06 -2.77
C 4.28 -1.52 -1.09
C 3.04 -3.01 0.53
C 2.58 -2.02 1.55
C 2.47 -0.71 1.38
N 2.70 0.01 0.17
C 3.23 -0.45 -0.92
H 3.09 -4.00 0.99
H 2.30 -2.39 2.54
H 2.13 -0.07 2.18
H 3.12 0.17 -1.80
*
```

Atomic partial charges in e from the Mulliken method, atoms 1 to 8: 0.7152, -0.1493, 1.1847, -0.9653, -0.4321, -0.7823, 0.4560, -0.0122


C35H33Cl3N4O3Ti | ωB97M-V with the def2-TZVPD basis set

Kohn-Sham gap (spin up / spin down) (eV): 6.56 / 6.94
<S²>: 0.7534
E_LUMO (spin up / spin down) (eV): 2.6 / 2.6
Highest occupied orbital energy (spin up / spin down) (eV): -3.99 / -4.36

The geometry in ORCA input format:
```
! RIJCOSX wB97M-V def2-TZVPD def2/J DEFGRID3
* xyz -1 2
Ti -0.49 0.53 -0.01
C 2.72 0.87 0.68
C 2.41 0.23 2.04
C 1.70 -1.10 1.90
N 0.43 -1.09 1.15
C 0.02 -2.27 0.74
C 0.64 -3.49 1.17
C 0.55 -4.80 0.74
C -0.24 -5.39 -0.25
C -1.22 -4.72 -0.96
C -1.65 -3.41 -0.89
C -1.16 -2.28 -0.18
N -1.72 -1.10 -0.31
C -3.03 -0.99 -0.96
C -3.66 0.34 -0.58
C -3.52 0.60 0.91
N -2.15 0.99 1.21
C -1.72 1.05 2.45
C -2.34 0.38 3.54
C -2.07 0.44 4.90
C -1.27 1.30 5.63
C -0.53 2.34 5.07
C -0.22 2.64 3.76
C -0.48 1.89 2.56
N 0.18 2.01 1.44
C 1.32 2.92 1.37
C 2.53 2.38 0.59
H 3.74 0.61 0.36
H 2.09 0.39 -0.08
H 3.33 0.04 2.59
H 1.83 0.90 2.68
H 2.39 -1.79 1.40
H 1.53 -1.52 2.90
H 1.33 -3.37 1.99
H 1.21 -5.48 1.26
H -0.08 -6.44 -0.45
H -1.75 -5.33 -1.69
H -2.43 -3.18 -1.59
H -2.93 -1.10 -2.04
H -3.67 -1.80 -0.59
H -3.20 1.16 -1.13
H -4.72 0.31 -0.86
H -4.17 1.43 1.22
H -3.85 -0.29 1.46
H -3.10 -0.33 3.25
H -2.63 -0.28 5.49
H -1.29 1.21 6.70
H -0.10 3.04 5.78
H 0.34 3.54 3.63
H 0.96 3.85 0.90
H 1.66 3.19 2.36
H 2.48 2.66 -0.46
H 3.40 2.90 1.00
Cl 0.26 7.33 -3.41
C -0.01 5.71 -2.78
C 0.82 4.68 -3.16
C 0.59 3.40 -2.66
Cl 1.71 2.17 -3.15
C -0.46 3.10 -1.77
O -0.69 1.92 -1.30
C -1.26 4.21 -1.42
Cl -2.59 4.01 -0.32
C -1.05 5.49 -1.91
H 1.64 4.84 -3.83
H -1.70 6.29 -1.60
O -0.67 -0.75 -3.17
C 0.36 -0.97 -2.54
O 0.74 -0.41 -1.45
C 1.30 -2.05 -3.05
C 0.96 -2.79 -4.18
C 1.79 -3.80 -4.63
C 2.97 -4.09 -3.96
C 3.31 -3.36 -2.83
C 2.48 -2.35 -2.37
H 0.03 -2.54 -4.68
H 1.52 -4.37 -5.51
H 3.62 -4.89 -4.31
H 4.23 -3.58 -2.29
H 2.72 -1.77 -1.49
*
```

Atomic partial charges in e from the Mulliken method, atoms 1 to 8: -1.4256, 1.0010, -1.0328, -1.5919, 0.9252, 1.3212, -0.9421, -0.5952


C35H33CuN4S3Sb | ωB97M-V with the def2-TZVPD basis set

Kohn-Sham gap (spin up / spin down) (eV): 2.01 / 5.26
<S²>: 0.7503
E_LUMO (spin up / spin down) (eV): 4.0 / 4.0
Energy relative to the best compared isomer or geometry (same formula, charge and spin) (eV): 2.610
Highest occupied orbital energy (spin up / spin down) (eV): 2.02 / -1.26

The geometry in ORCA input format:
```
! RIJCOSX wB97M-V def2-TZVPD def2/J DEFGRID3
* xyz -2 2
Cu -1.82 0.04 0.10
S -3.27 1.34 1.26
C -3.75 2.43 0.03
C -4.45 3.58 0.42
C -4.87 4.50 -0.55
C -5.58 5.67 -0.12
N -6.16 6.62 0.22
C -4.58 4.28 -1.90
C -3.89 3.13 -2.28
C -3.47 2.21 -1.32
S -2.63 0.81 -1.84
C -4.99 5.20 -2.92
N -5.33 5.96 -3.73
H -4.66 3.75 1.47
H -3.66 2.94 -3.33
C 3.18 -0.33 1.55
C 2.96 -1.67 2.19
C 3.98 -2.19 3.00
C 3.84 -3.42 3.63
C 2.66 -4.15 3.47
C 1.63 -3.65 2.67
C 1.77 -2.42 2.01
Sb 0.11 -1.71 0.80
C 0.95 -1.96 -1.18
C 2.31 -2.26 -1.32
C 2.88 -2.41 -2.59
C 2.10 -2.26 -3.73
C 0.74 -1.95 -3.61
C 0.15 -1.80 -2.34
C -1.31 -1.48 -2.23
C -1.21 -3.43 0.90
C -2.41 -3.19 1.59
C -3.35 -4.21 1.77
C -3.10 -5.48 1.27
C -1.91 -5.74 0.57
C -0.96 -4.72 0.38
C 0.30 -5.05 -0.38
H 3.35 0.43 2.34
H 2.33 0.01 0.93
H 4.08 -0.37 0.90
H 4.90 -1.63 3.14
H 4.63 -3.81 4.25
H 2.55 -5.11 3.97
H 0.73 -4.24 2.57
H 2.94 -2.39 -0.45
H 3.94 -2.65 -2.68
H 2.54 -2.37 -4.71
H 0.15 -1.84 -4.51
H -1.79 -1.39 -3.23
H -1.45 -0.52 -1.70
H -1.83 -2.29 -1.68
H -2.62 -2.21 2.00
H -4.27 -4.01 2.31
H -3.83 -6.27 1.41
H -1.74 -6.74 0.19
H 0.33 -6.12 -0.68
H 1.19 -4.84 0.23
H 0.33 -4.46 -1.31
C 1.12 6.49 1.26
C 1.58 5.20 0.65
C 2.81 5.02 0.15
C 3.07 3.67 -0.41
N 2.21 2.70 -0.43
C 0.96 2.92 0.09
S -0.25 1.77 0.13
N 0.68 4.16 0.62
C 4.44 3.41 -0.99
H 1.90 7.25 1.24
H 0.83 6.33 2.30
H 0.26 6.88 0.71
H 3.58 5.77 0.13
H -0.25 4.28 0.99
H 5.08 4.30 -0.92
H 4.34 3.14 -2.04
H 4.91 2.59 -0.45
H -3.00 1.12 -0.33
H -2.93 -1.18 0.08
*
```

Atomic partial charges in e from the Mulliken method, atoms 1 to 8: -0.8574, -0.6784, 0.0206, -1.1317, 0.9462, -0.1578, -0.6029, 0.2997


C35H34BF6NO2S | ωB97M-V with the def2-TZVPD basis set

Kohn-Sham gap (eV): 7.75
E_LUMO (eV): 0.4
Energy relative to the best compared isomer or geometry (same formula, charge and spin) (eV): 2.881
Highest occupied orbital energy (eV): -7.38

The geometry in ORCA input format:
```
! RIJCOSX wB97M-V def2-TZVPD def2/J DEFGRID3
* xyz 0 1
C -4.63 3.09 -0.77
C -3.87 1.90 -0.30
C -4.32 0.59 -0.07
C -3.29 -0.40 -0.01
C -1.96 -0.07 -0.40
B -2.37 0.64 3.63
C -1.05 1.40 3.81
C -1.14 2.21 4.92
C -0.05 2.96 5.24
C -0.28 3.79 6.44
F 0.82 4.34 6.98
F -1.15 4.81 6.19
F -0.86 3.04 7.43
C 1.14 2.97 4.51
C 1.16 2.21 3.34
C 2.41 2.21 2.49
F 3.23 1.14 2.75
F 2.16 2.17 1.12
F 3.18 3.30 2.76
C 0.09 1.38 2.99
O -3.57 1.33 3.59
C -4.60 0.46 4.11
C -5.03 1.18 5.36
C -5.79 0.44 3.15
C -3.83 -0.92 4.29
C -3.37 -1.19 5.72
C -4.56 -2.12 3.73
O -2.57 -0.73 3.57
S -2.13 1.71 -0.19
H -4.95 3.01 -1.80
H -5.50 3.36 -0.18
H -3.96 3.95 -0.77
H -5.40 0.45 -0.10
H -3.57 -1.35 0.38
H -2.02 2.30 5.52
H 2.01 3.56 4.78
H 0.17 0.83 2.04
H -5.86 0.69 5.87
H -4.17 1.30 6.02
H -5.36 2.18 5.06
H -6.57 -0.16 3.62
H -6.23 1.43 3.04
H -5.58 0.02 2.15
H -4.21 -1.28 6.40
H -2.83 -2.13 5.71
H -2.66 -0.43 6.06
H -5.50 -2.22 4.28
H -4.77 -2.09 2.65
H -3.97 -3.03 3.91
C -1.97 -4.35 -2.88
N -1.59 -3.82 -1.57
C -1.72 -2.54 -1.15
C -1.05 -2.32 0.05
C -0.80 -0.86 0.37
C 0.89 -0.95 0.61
C 1.64 -1.29 1.75
C 3.03 -1.64 1.73
C 3.74 -1.72 0.53
C 3.01 -1.37 -0.62
C 1.65 -0.96 -0.54
C -0.56 -3.60 0.50
C 0.21 -4.12 1.54
C 0.69 -5.43 1.48
C 0.44 -6.26 0.38
C -0.41 -5.80 -0.64
C -0.90 -4.52 -0.56
H -2.56 -5.25 -2.73
H -2.55 -3.57 -3.39
H -1.06 -4.58 -3.45
H -2.23 -1.76 -1.72
H -1.25 -0.62 1.34
H 1.28 -1.19 2.76
H 3.64 -1.84 2.62
H 4.81 -2.04 0.43
H 3.55 -1.30 -1.59
H 1.15 -0.65 -1.46
H 0.44 -3.49 2.38
H 1.32 -5.82 2.27
H 0.86 -7.26 0.36
H -0.56 -6.46 -1.51
*
```

Atomic partial charges in e from the Mulliken method, atoms 1 to 8: -1.3105, 0.7318, -1.2810, 0.0017, -0.1694, 0.2947, 0.4276, -0.4006


C35H34Br2NO5PS | ωB97M-V with the def2-TZVPD basis set

Kohn-Sham gap (eV): 6.83
E_LUMO (eV): -1.3
Highest occupied orbital energy (eV): -8.16

The geometry in ORCA input format:
```
! RIJCOSX wB97M-V def2-TZVPD def2/J DEFGRID3
* xyz 0 1
C -2.34 -2.05 -1.40
C -2.35 -0.57 -1.79
N -3.66 -0.01 -2.14
P -4.42 1.26 -1.13
S -5.44 2.99 -0.05
C -4.43 0.14 0.38
O -5.36 0.46 1.37
C -5.01 0.06 2.68
C -3.04 2.42 -1.67
Br -3.82 3.57 -3.01
C -2.15 3.14 -0.65
C -2.15 2.54 0.74
Br -2.40 5.05 -0.44
H -1.96 -2.21 -0.39
H -3.35 -2.46 -1.42
H -1.73 -2.65 -2.08
H -1.68 -0.44 -2.65
H -1.90 0.02 -0.99
H -4.33 -0.77 -2.26
H -5.55 1.15 -1.93
H -6.66 2.68 -0.49
H -4.64 -0.84 -0.06
H -3.41 0.12 0.79
H -4.02 0.42 2.96
H -5.02 -1.04 2.79
H -5.74 0.49 3.36
H -2.39 1.83 -2.31
H -1.15 3.08 -1.07
H -1.79 1.51 0.72
H -1.45 3.10 1.36
H -3.12 2.61 1.23
C 4.01 -1.41 1.58
C 4.61 -2.28 2.48
C 3.85 -2.89 3.46
C 2.49 -2.62 3.55
C 1.90 -1.73 2.66
C 2.66 -1.13 1.67
C 0.44 -1.38 2.75
O -0.08 -0.62 1.96
C -0.34 -2.02 3.84
C -1.69 -1.71 3.99
C -2.43 -2.30 5.00
C -1.84 -3.22 5.85
C -0.51 -3.54 5.71
C 0.25 -2.94 4.72
C 1.70 -3.30 4.61
O 2.20 -4.11 5.36
H 4.61 -0.94 0.80
H 5.67 -2.49 2.41
H 4.29 -3.58 4.17
H 2.18 -0.46 0.99
H -2.14 -0.99 3.32
H -3.48 -2.05 5.11
H -2.43 -3.69 6.63
H -0.02 -4.25 6.37
C 2.12 2.74 -0.10
C 1.52 1.48 -0.06
C 1.73 0.57 -1.08
C 2.55 0.91 -2.15
C 3.15 2.17 -2.20
C 2.93 3.08 -1.17
C 4.01 2.58 -3.35
O 4.53 3.67 -3.39
C 4.19 1.58 -4.46
C 4.94 1.95 -5.57
C 5.13 1.05 -6.60
C 4.57 -0.23 -6.53
C 3.82 -0.59 -5.43
C 3.62 0.31 -4.39
C 2.78 -0.10 -3.23
O 2.30 -1.21 -3.16
H 1.94 3.45 0.69
H 0.87 1.22 0.77
H 1.27 -0.41 -1.07
H 3.40 4.05 -1.24
H 5.37 2.94 -5.60
H 5.72 1.33 -7.46
H 4.73 -0.93 -7.33
H 3.37 -1.58 -5.35
*
```

Atomic partial charges in e from the Mulliken method, atoms 1 to 8: -1.3636, 0.4161, -0.6310, -0.0615, -0.3152, -0.1092, -0.2879, -0.7602


| no. | E (eV) |
| --- | --- |
| 1 | -186724.5965 |
| 2 | -118859.8189 |
| 3 | -109621.2432 |
| 4 | -126467.6949 |
| 5 | -70248.3985 |
| 6 | -208782.6210 |